Run a
The following is a DFT calculation (ωB97M-V/def2-TZVPD) of a molecular structure, CHNO3S.

```
7
Properties=species:S:1:pos:R:3:nbo_charge:R:1
C -0.051 0.023 1.270 0.3753
N -0.065 0.443 -0.609 0.3231
O -1.079 -0.001 0.371 -0.3249
O 0.955 0.366 0.432 -0.3305
O 0.006 -0.432 -1.668 -0.5527
S 0.086 -0.345 2.802 -0.0080
H 0.148 -0.054 -2.599 0.5177
```

The orbital gap comes out at 9.848 eV. The calculation puts the highest occupied orbital energy at -0.356 hartree. As for the multiplicity: 1. The value obtained for the LUMO energy is 0.006 hartree.

Run b
The following is a DFT calculation (ωB97M-V/def2-TZVPD) of 2 unconnected molecules or ions with the total composition CHNO3S.

```
7
Properties=species:S:1:pos:R:3:nbo_charge:R:1
O 1.849 0.835 -1.962 -0.5368
C 1.388 0.257 -1.059 0.8700
N 0.319 -0.020 -0.228 -0.4233
O 1.680 -0.717 -0.262 -0.3741
H 0.101 0.275 0.800 0.4219
O -0.518 1.232 1.822 -0.7475
S -0.875 2.623 2.046 0.7898
```

The orbital gap (spin up / spin down) comes out at 7.452 / 7.551 eV. The calculation puts the highest occupied orbital energy (spin up / spin down) at -0.367 / -0.372 hartree. As for the multiplicity: 1. The value obtained for the LUMO energy (spin up / spin down) is -0.094 / -0.095 hartree.

Which structure is the least stable? The one labeled run a.

Run a
The following is a DFT calculation (ωB97M-V/def2-TZVPD) of C12H15NS in the gas phase.

```
29
Properties=species:S:1:pos:R:3:nbo_charge:R:1
C -0.843 -0.258 -0.844 0.2439
C 2.344 -1.186 1.822 -0.3927
C 0.417 0.049 2.702 -0.3888
C 1.410 -1.035 0.849 -0.0001
C 0.287 -0.287 1.332 -0.1114
C 1.735 -1.751 -0.460 -0.5119
C 2.935 -1.166 -1.075 -0.0588
C -0.859 -0.006 0.555 -0.0326
C 2.905 -0.892 -2.537 -0.6749
C -2.010 2.269 0.720 -0.5746
C -3.346 0.189 0.490 -0.5798
C -2.039 0.758 1.087 -0.2307
N -0.933 -0.465 -1.986 -0.3255
S 1.944 -0.503 3.351 0.4446
H 3.252 -1.648 1.747 0.2228
H -0.114 0.848 3.286 0.2411
H 1.848 -2.722 -0.105 0.2248
H 1.091 -1.747 -1.291 0.2473
H 3.663 -0.776 -0.494 0.1585
H 3.814 -0.716 -2.925 0.2123
H 2.341 0.022 -2.618 0.2257
H 2.604 -1.724 -3.116 0.2154
H -2.433 2.736 1.494 0.2027
H -2.620 2.306 -0.197 0.2047
H -1.072 2.600 0.597 0.2056
H -3.212 -0.851 0.441 0.2118
H -3.488 0.554 -0.449 0.2059
H -4.182 0.517 1.254 0.2103
H -2.026 0.747 2.097 0.2044
```

The orbital gap (spin up / spin down) comes out at 6.288 / 8.253 eV. The calculation puts the highest occupied orbital energy (spin up / spin down) at -0.274 / -0.279 hartree. As for the multiplicity: 1. The value obtained for the LUMO energy (spin up / spin down) is -0.043 / 0.024 hartree.

Run b
The following is a DFT calculation (ωB97M-V/def2-TZVPD) of C12H15NS in the gas phase.

```
29
Properties=species:S:1:pos:R:3:nbo_charge:R:1
C 0.637 -2.790 -0.718 -0.4042
N 0.457 -1.441 -0.283 -0.4500
C -0.758 -0.927 0.107 0.1784
C -1.987 -1.573 0.245 -0.2848
C -3.072 -0.796 0.525 -0.1883
C -3.042 0.552 0.603 -0.2661
C -1.768 1.178 0.529 -0.1735
C -0.615 0.406 0.306 -0.0591
C 0.760 0.868 -0.257 -0.0541
C 0.411 1.335 -1.646 -0.6014
C 1.507 1.857 0.635 -0.4128
C 2.123 1.060 1.793 -0.4868
S 2.722 -0.520 1.029 0.1237
C 1.504 -0.536 -0.377 -0.1099
H 1.173 -3.534 -0.064 0.2004
H -0.338 -3.318 -1.068 0.2090
H 1.174 -2.747 -1.630 0.1945
H -2.235 -2.640 0.006 0.2270
H -4.157 -1.166 0.506 0.2122
H -3.800 1.284 0.701 0.2166
H -1.610 2.166 0.871 0.2012
H -0.399 0.674 -2.036 0.2237
H 1.271 1.159 -2.270 0.2024
H 0.138 2.401 -1.709 0.2205
H 0.944 2.778 0.862 0.2285
H 2.304 2.327 -0.012 0.2111
H 2.978 1.654 2.108 0.2207
H 1.628 0.862 2.632 0.2078
H 2.048 -0.572 -1.389 0.2135
```

The orbital gap comes out at 8.359 eV. The calculation puts the highest occupied orbital energy at -0.278 hartree. As for the multiplicity: 1. The value obtained for the LUMO energy is 0.029 hartree.

Which structure is the least stable? The one labeled run a.

Run a
The following is a DFT calculation (ωB97M-V/def2-TZVPD) of a gas-phase ion, C3H2NO2S (charge -1).

```
9
Properties=species:S:1:pos:R:3:nbo_charge:R:1
O 1.606 -1.385 -0.556 -0.5856
C 0.740 -0.653 -0.147 0.6011
N -0.237 -1.135 0.732 -0.5693
C -1.248 -0.341 0.748 -0.0494
S -1.466 1.039 -0.167 -0.1263
C 0.651 0.761 -0.569 0.1586
O 1.271 1.503 0.265 -0.7258
H -2.028 -0.747 1.314 0.1663
H 0.712 0.958 -1.620 0.1305
```

Its net charge is -1. The orbital gap comes out at 7.555 eV. The calculation puts the highest occupied orbital energy at -0.147 hartree. As for the multiplicity: 1. The value obtained for the LUMO energy is 0.131 hartree.

Run b
The following is a DFT calculation (ωB97M-V/def2-TZVPD) of a gas-phase ion, C3H2NO2S (charge -1).

```
9
Properties=species:S:1:pos:R:3:nbo_charge:R:1
O 1.584 1.526 -1.044 -0.6593
C 0.864 0.693 -0.535 0.8206
O 1.263 -0.617 -0.379 -0.4795
C 0.228 -1.287 0.222 -0.0171
C -0.783 -0.425 0.435 -0.0744
N -0.397 0.804 -0.032 -0.5373
S -1.372 2.202 0.033 -0.4576
H 0.361 -2.330 0.424 0.1852
H -1.748 -0.567 0.876 0.2194
```

Its net charge is -1. The orbital gap comes out at 6.512 eV. The calculation puts the highest occupied orbital energy at -0.097 hartree. As for the multiplicity: 1. The value obtained for the LUMO energy is 0.142 hartree.

Run c
The following is a DFT calculation (ωB97M-V/def2-TZVPD) of a molecular structure, C3H2NO2S.

```
9
Properties=species:S:1:pos:R:3:nbo_charge:R:1
C -0.507 -0.177 -0.888 -0.1120
C 1.420 0.911 -0.138 0.3057
C 1.829 -0.595 0.000 0.3392
N 0.083 0.960 -0.773 -0.4320
O 2.857 -1.092 0.259 -0.5908
O 2.363 1.695 -0.305 -0.7649
S 0.412 -1.561 -0.419 0.1078
H -1.466 -0.361 -1.115 0.1675
H 0.872 0.550 1.080 -0.0204
```

Its net charge is -1. The orbital gap comes out at 6.544 eV. The calculation puts the highest occupied orbital energy at -0.119 hartree. As for the multiplicity: 1. The value obtained for the LUMO energy is 0.121 hartree.

Which structure is the least stable? The one labeled run c.

Run a
The following is a DFT calculation (ωB97M-V/def2-TZVPD) of C6H8N2O2S in the gas phase.

```
19
Properties=species:S:1:pos:R:3:nbo_charge:R:1
N -4.102 -0.125 0.016 -0.8627
C -2.678 -0.060 0.064 0.1747
C -1.894 -1.173 -0.065 -0.2639
C -0.490 -1.018 -0.192 -0.1444
C 0.214 0.117 -0.195 -0.4769
S 1.904 0.032 -0.128 2.3011
N 2.240 -0.373 1.552 -0.9995
O 2.416 1.325 -0.439 -0.9146
O 2.365 -1.120 -0.887 -0.9258
C -0.583 1.314 -0.082 -0.1402
C -2.013 1.184 0.128 -0.2548
H -4.541 -0.847 -0.657 0.4112
H -4.814 0.718 0.368 0.4148
H -2.310 -2.274 0.149 0.2317
H 0.064 -1.963 -0.120 0.2313
H 1.779 -1.182 1.852 0.3743
H 1.540 0.290 2.101 0.3667
H -0.087 2.411 -0.302 0.2610
H -2.655 2.006 0.341 0.2160
```

The orbital gap comes out at 9.398 eV. The calculation puts the highest occupied orbital energy at -0.330 hartree. As for the multiplicity: 1. The value obtained for the LUMO energy is 0.016 hartree.

Run b
The following is a DFT calculation (ωB97M-V/def2-TZVPD) of C6H8N2O2S in the gas phase.

```
19
Properties=species:S:1:pos:R:3:nbo_charge:R:1
C 0.823 0.346 2.419 -0.6211
C 0.128 -0.960 2.392 -0.4672
S -1.478 -0.904 1.498 0.1812
C -0.892 -0.594 -0.164 0.3124
N -0.227 -1.507 -0.681 -0.5014
C 0.407 -1.267 -1.976 0.6395
O 0.963 -2.131 -2.502 -0.5347
C 0.197 0.071 -2.573 -0.4791
C -0.499 0.928 -1.842 0.5269
O -0.793 2.252 -2.242 -0.6618
N -1.028 0.734 -0.604 -0.5700
H 0.861 0.708 1.332 0.2283
H 0.127 1.196 3.161 0.1906
H 1.699 0.146 3.149 0.2351
H -0.118 -1.283 3.228 0.1884
H 0.897 -1.731 1.978 0.2243
H 0.729 0.265 -3.419 0.2375
H -0.234 2.425 -2.899 0.4736
H -1.561 1.305 -0.255 0.3975
```

The orbital gap comes out at 9.633 eV. The calculation puts the highest occupied orbital energy at -0.337 hartree. As for the multiplicity: 1. The value obtained for the LUMO energy is 0.017 hartree.

Which structure is the least stable? The one labeled run b.